# 1
Molecular formula: C17H17BrF3N3
Method: DFT, ωB97M-V/def2-TZVPD

Properties
F_max = 2.52 eV Å⁻¹
charge = 0
LUMO level = 0.339 eV
E = -100570.2594 eV
orbital gap = 8.1 eV

```
41
C17H17BrF3N3 (ωB97M-V/def2-TZVPD)
H 3.97653 4.74484 1.82487
C -0.78559 1.91408 0.99591
H 1.97495 4.17671 0.59323
C -0.65976 0.39672 -0.87389
H 3.13150 4.49389 3.39199
C 1.32158 2.75977 2.16482
N 3.67918 2.72406 2.31207
F 0.37157 -1.01099 -4.05865
F -1.65264 -1.82856 -4.42667
C -2.15367 -5.08317 -0.81745
C -1.43093 1.08343 0.07537
H 2.48013 1.37944 0.06618
C -3.79582 -3.32295 -0.70568
H -2.35288 -0.51320 -1.63986
Br -4.66607 -5.92268 0.31421
H 1.24295 4.92451 1.94731
H -1.80657 -6.07642 -0.59304
C -3.40718 -4.66591 -0.47819
C -0.75837 -1.80053 -2.15350
H -2.50163 1.02109 0.09429
N -2.96525 -2.44839 -1.29540
C 0.72094 0.56480 -0.87882
H 0.60830 2.95366 2.98794
H 0.18994 -1.95465 -1.62744
C 3.27041 4.11400 2.37146
C 0.63240 2.01697 1.05040
C 1.40546 1.34712 0.08671
C -1.73905 -2.82532 -1.65600
H 4.45282 2.56513 2.92321
C -0.48437 -1.94736 -3.67255
H 2.41396 1.91056 3.81211
H -0.25764 -4.41382 -1.60790
H -4.78667 -3.06219 -0.31068
N -1.32333 -0.43976 -1.77353
H -1.34256 2.47318 1.73759
C 2.48791 1.96195 2.72403
C -1.28515 -4.13177 -1.38473
C 1.91126 4.09175 1.66784
F 0.08775 -3.15263 -3.93267
H 1.31546 0.03582 -1.62004
H 2.48013 0.94685 2.36519
```

***

# 2
Molecular formula: C21H24B11Br6Cl2N3O2SV
Method: DFT, ωB97M-V/def2-TZVPD

Properties
F_max = 5.97 eV Å⁻¹
charge = +2
LUMO level (spin up / spin down) = -7.624 / -9.595 eV
E = -519991.5782 eV
orbital gap (spin up / spin down) = 6.1 / 4.1 eV
2S+1 = 4

```
71
C21H24B11Br6Cl2N3O2SV (ωB97M-V/def2-TZVPD)
H 2.84404 1.72116 -2.70622
N 1.18197 -0.23316 -1.78686
C 3.13170 -2.07949 2.56632
H -3.29036 -2.83522 -7.14562
C -1.42429 -2.57007 -4.33721
H -3.43862 4.42010 -0.76778
H -0.81118 -2.70741 -1.77040
H 3.92851 -0.21932 -1.44247
O 1.76173 -0.10801 2.38928
Cl 1.36167 0.36097 5.26860
H 3.81825 -3.22816 -0.38699
B -1.68827 4.70464 1.17286
C 2.41631 -0.98116 3.15922
B -3.81443 4.63499 3.10312
Br 0.55322 2.97968 2.79281
H 4.73963 -4.93562 3.43361
C 3.68480 -3.05818 3.40935
Br -2.24589 2.97962 5.47527
C 1.67412 -0.01189 -3.17420
C 0.32415 -1.12059 -1.34204
C 2.86244 -1.81236 5.40341
B -3.25176 5.40198 1.61468
C -2.19469 -2.18149 -5.43000
H 2.76951 -1.72539 6.47931
B -3.15896 4.16232 0.35433
B -1.31992 3.49912 2.42649
C -2.69277 -3.13700 -6.29527
H 5.05518 0.62325 -2.49727
H -4.99586 2.33937 3.27452
H -4.55639 5.21700 3.81906
B -2.54298 2.21591 2.36067
H 4.80935 -5.07376 0.94784
B -4.08447 2.91365 2.78268
C -0.91511 -1.48995 -3.46734
S -0.05044 -1.37438 0.35259
Br -1.18194 6.35104 3.93862
N 3.19371 -2.13068 1.23285
H -2.81671 -5.23237 -6.75120
B -3.66960 2.61307 1.07209
B -1.97536 2.98231 0.87239
H 3.24869 0.92433 -4.21016
C -1.14306 -3.91844 -4.12041
C 2.28338 -0.88143 4.59459
V 0.50124 0.61432 1.57293
H -1.43088 -5.92342 -4.82297
C 3.55789 -2.89133 4.83784
Cl 4.23448 -4.00711 5.87496
C -1.64702 -4.87464 -4.98766
C 3.78153 -3.19492 0.69447
H 4.38003 -0.92326 -3.01047
H 0.92728 0.54528 -3.72218
H -4.30029 1.84650 0.42282
H -2.40000 -1.12999 -5.58231
H 1.77600 -0.98922 -3.65098
H -3.60046 6.49854 1.34019
H -0.51198 -4.23901 -3.29686
N -0.34877 -1.91846 -2.20037
Br -0.75394 1.90259 -0.27579
C 4.15156 0.01197 -2.48732
B -2.61640 3.44321 3.63420
Br -1.94816 0.35649 2.73552
H -5.35033 4.28647 1.29988
C 4.34254 -4.23243 1.44529
Br -0.27823 5.64092 0.23907
C -4.32682 4.08115 1.57767
H 1.65208 0.30736 -1.08215
C 2.99743 0.73884 -3.16606
C 4.30403 -4.15735 2.81958
O -0.96058 -0.31573 -3.70720
C -2.42345 -4.48290 -6.07255
B -2.08806 5.00716 2.90535
```

***

Question: Which value of E does entry 2 give?
Answer: -519991.5782 eV

***

Question: Among the records above, which one has the highest charge?
Answer: C21H24B11Br6Cl2N3O2SV

***

Question: The lowest charge belongs to which entry?
Answer: C17H17BrF3N3

***

Question: The highest E belongs to which entry?
Answer: C17H17BrF3N3